Density functional theory data (ωB97M-V/def2-TZVPD) for one molecule with the formula F2H3N2OP.

```
9
Properties=species:S:1:pos:R:3:lowdin_charge:R:1
O 1.557 -0.669 -0.663 -0.11
N 0.995 -0.028 0.451 -0.22
N -0.077 0.706 0.174 -0.25
P -1.497 -0.036 -0.561 0.81
F -2.531 1.103 -0.189 -0.27
F -1.837 -0.912 0.752 -0.28
H 2.502 -0.826 -0.530 0.09
H 0.628 -0.859 0.975 0.12
H 0.260 1.521 -0.409 0.11
```

- SMILES: ONNP(F)F
- ΔE to the lowest compared entry with this formula, charge and spin: 2.9888 eV
- E_HOMO: -9.0 eV
- Gap between HOMO and LUMO: 9.72 eV
- Lowest unoccupied orbital energy: 0.754 eV
- Molecular weight: 116.0 Da

---

Density functional theory data (ωB97M-V/def2-TZVPD) for a 2-piece molecular cluster, F2HISi overall.

```
5
Properties=species:S:1:pos:R:3:lowdin_charge:R:1
F -0.431 -1.996 -0.374 -0.25
F 1.809 -1.266 0.596 -0.29
Si 0.931 -1.235 -0.781 0.55
I 4.847 0.555 0.155 0.04
H 0.437 0.117 -1.133 -0.06
```

- ΔE to the lowest compared entry with this formula, charge and spin: 3.4091 eV
- E_HOMO (alpha / beta): -10.4 / -9.1 eV
- Gap between HOMO and LUMO (alpha / beta): 8.85 / 5.78 eV
- Lowest unoccupied orbital energy (alpha / beta): -1.547 / -3.326 eV
- Molecular weight: 194.0 Da

---

Density functional theory data (ωB97M-V/def2-TZVPD) for one molecule with the formula F2HN.

```
4
Properties=species:S:1:pos:R:3:lowdin_charge:R:1
F 1.354 -1.095 0.087 -0.05
N 0.789 -0.019 -0.462 -0.04
F 1.378 1.093 0.095 -0.07
H -0.121 -0.035 0.125 0.15
```

- SMILES: FNF
- ΔE to the lowest compared entry with this formula, charge and spin: 0.0000 eV
- E_HOMO: -11.2 eV
- Gap between HOMO and LUMO: 12.42 eV
- Lowest unoccupied orbital energy: 1.184 eV
- Molecular weight: 53.0 Da

---

Density functional theory data (ωB97M-V/def2-TZVPD) for a 2-piece molecular cluster, F2HNOS overall.

```
6
Properties=species:S:1:pos:R:3:lowdin_charge:R:1
N -0.316 0.306 -0.076 -0.22
O -2.638 -2.193 0.183 -0.14
F -2.471 0.991 -1.283 -0.28
F -2.370 1.219 1.104 -0.25
S -1.838 0.225 -0.014 0.93
H 0.055 -0.517 -0.390 -0.04
```

- ΔE to the lowest compared entry with this formula, charge and spin: 5.1070 eV
- E_HOMO (alpha / beta): -11.0 / -11.0 eV
- Gap between HOMO and LUMO (alpha / beta): 8.18 / 8.23 eV
- Lowest unoccupied orbital energy (alpha / beta): -2.809 / -2.789 eV
- Molecular weight: 101.1 Da

---

Density functional theory data (ωB97M-V/def2-TZVPD) for a 2-piece molecular cluster, F2HOP overall.

```
5
Properties=species:S:1:pos:R:3:lowdin_charge:R:1
O 2.345 -1.238 -0.269 -0.21
F -0.458 0.858 1.251 -0.32
F -0.509 1.221 -0.980 -0.29
P -0.148 -0.039 -0.073 0.90
H -1.231 -0.801 0.070 -0.08
```

- ΔE to the lowest compared entry with this formula, charge and spin: 7.0650 eV
- E_HOMO (alpha / beta): -10.7 / -10.7 eV
- Gap between HOMO and LUMO (alpha / beta): 8.45 / 8.45 eV
- Lowest unoccupied orbital energy (alpha / beta): -2.286 / -2.284 eV
- Molecular weight: 86.0 Da

---

Density functional theory data (ωB97M-V/def2-TZVPD) for one molecule with the formula F2HOPS.

```
6
Properties=species:S:1:pos:R:3:lowdin_charge:R:1
O -1.243 -0.865 -0.395 -0.26
P 0.537 0.037 0.040 0.31
F 0.091 0.937 1.286 -0.20
F 0.401 1.222 -1.014 -0.19
S 2.121 -1.025 0.069 0.34
H -1.906 -0.305 0.015 0.00
```

- SMILES: OP(F)(F)=S
- ΔE to the lowest compared entry with this formula, charge and spin: 1.8898 eV
- E_HOMO: -10.9 eV
- Gap between HOMO and LUMO: 10.40 eV
- Lowest unoccupied orbital energy: -0.517 eV
- Molecular weight: 118.0 Da

---

Density functional theory data (ωB97M-V/def2-TZVPD) for a 2-piece molecular cluster, F2HPS2 overall.

```
6
Properties=species:S:1:pos:R:3:lowdin_charge:R:1
F 2.037 -0.642 -0.765 -0.40
F 1.984 1.267 0.788 -0.40
P 2.861 0.672 -0.391 0.79
S -1.396 0.611 0.025 0.04
S -2.824 -0.561 0.642 0.26
H -2.662 -1.347 -0.300 -0.28
```

- ΔE to the lowest compared entry with this formula, charge and spin: 2.8664 eV
- E_HOMO (alpha / beta): -8.9 / -8.3 eV
- Gap between HOMO and LUMO (alpha / beta): 8.27 / 6.60 eV
- Lowest unoccupied orbital energy (alpha / beta): -0.621 / -1.664 eV
- Molecular weight: 134.1 Da

---

Density functional theory data (ωB97M-V/def2-TZVPD) for F2LiOP as an isolated structure.

```
5
Properties=species:S:1:pos:R:3:mulliken_spin:R:1
P -0.086 0.241 1.888 0.81
F -0.110 1.879 1.384 0.03
O 0.454 -0.509 0.624 0.16
F -0.480 -0.789 -2.729 0.00
Li 0.222 -0.823 -1.167 0.01
```

- Charge: -1
- E_HOMO (alpha / beta): -2.3 / -6.1 eV
- 2S+1: 2
- Gap between HOMO and LUMO (alpha / beta): 5.87 / 9.61 eV
- Lowest unoccupied orbital energy (alpha / beta): 3.522 / 3.512 eV
- Molecular weight: 91.9 Da

---

Density functional theory data (ωB97M-V/def2-TZVPD) for a 2-piece molecular cluster, F2N2O2 overall.

```
6
Properties=species:S:1:pos:R:3:lowdin_charge:R:1
N 0.851 0.024 0.229 -0.32
N -1.068 0.418 0.301 0.10
O 1.510 0.919 0.477 0.18
O 1.000 -1.076 -0.151 0.14
F -1.110 0.555 -1.051 -0.04
F -1.667 -0.867 0.530 -0.07
```

- ΔE to the lowest compared entry with this formula, charge and spin: 0.4718 eV
- E_HOMO (alpha / beta): -10.8 / -10.6 eV
- Gap between HOMO and LUMO (alpha / beta): 9.60 / 9.48 eV
- Lowest unoccupied orbital energy (alpha / beta): -1.200 / -1.111 eV
- Molecular weight: 98.0 Da

---

Density functional theory data (ωB97M-V/def2-TZVPD) for F2NO as an isolated structure.

```
4
Properties=species:S:1:pos:R:3:mulliken_spin:R:1
N -0.363 0.114 0.295 0.97
O -0.667 1.116 -0.299 0.39
F 1.310 0.123 0.516 0.15
F -0.280 -1.353 -0.512 0.49
```

- Charge: -1
- E_HOMO (alpha / beta): -1.1 / -5.4 eV
- 2S+1: 3
- Gap between HOMO and LUMO (alpha / beta): 6.46 / 8.80 eV
- Lowest unoccupied orbital energy (alpha / beta): 5.407 / 3.450 eV
- Molecular weight: 68.0 Da

---

Density functional theory data (ωB97M-V/def2-TZVPD) for one molecule with the formula F2NOP.

```
5
Properties=species:S:1:pos:R:3:lowdin_charge:R:1
O 1.662 -0.230 -0.993 -0.04
N 0.520 -0.171 -0.988 -0.16
P -0.449 -0.473 0.795 0.94
F -1.872 -0.237 0.013 -0.35
F 0.140 1.110 1.173 -0.39
```

- SMILES: O=NP(F)F
- ΔE to the lowest compared entry with this formula, charge and spin: 0.3817 eV
- E_HOMO (alpha / beta): -8.7 / -8.7 eV
- Gap between HOMO and LUMO (alpha / beta): 7.96 / 7.95 eV
- Lowest unoccupied orbital energy (alpha / beta): -0.769 / -0.775 eV
- Molecular weight: 99.0 Da

---

Density functional theory data (ωB97M-V/def2-TZVPD) for F3H10O5Pb as an isolated structure.

```
19
Properties=species:S:1:pos:R:3:mulliken_spin:R:1
Pb -21.592 -23.102 -7.562 -0.02
F -20.704 -23.200 -5.065 0.27
F -19.908 -21.214 -7.861 0.00
F -18.918 -24.034 -7.212 0.75
O -21.202 -24.014 -9.969 0.00
H -20.856 -23.609 -10.764 0.00
H -21.624 -24.817 -10.273 0.00
O -21.919 -25.384 -6.721 0.00
H -21.313 -26.060 -7.026 0.00
H -22.049 -25.579 -5.793 0.00
O -23.019 -21.029 -6.213 0.00
H -23.097 -20.208 -6.699 0.00
H -23.308 -20.812 -5.327 0.00
O -22.638 -21.278 -9.279 0.00
H -22.778 -21.561 -10.182 0.00
H -22.238 -20.412 -9.358 0.00
O -24.096 -23.596 -7.924 0.00
H -24.629 -23.148 -8.581 0.00
H -24.590 -24.389 -7.715 0.00
```

- E_HOMO (alpha / beta): -8.5 / -8.5 eV
- 2S+1: 2
- Gap between HOMO and LUMO (alpha / beta): 7.98 / 5.60 eV
- Lowest unoccupied orbital energy (alpha / beta): -0.527 / -2.867 eV
- Molecular weight: 354.3 Da

---

Density functional theory data (ωB97M-V/def2-TZVPD) for a 2-piece molecular cluster, F3H3S2Si2 overall.

```
10
Properties=species:S:1:pos:R:3:lowdin_charge:R:1
F 2.509 -1.915 0.791 -0.17
F 0.729 -3.308 -0.473 -0.17
F 2.135 -1.811 -1.593 -0.14
Si -1.404 0.856 0.011 0.02
Si 1.291 -1.824 -0.272 0.33
S -0.200 2.513 -0.635 0.38
S -1.745 1.043 2.137 0.28
H -2.698 0.836 -0.762 -0.09
H -0.141 2.129 -1.801 -0.30
H -0.476 1.480 2.597 -0.13
```

- ΔE to the lowest compared entry with this formula, charge and spin: 3.2833 eV
- E_HOMO (alpha / beta): -8.4 / -9.4 eV
- Gap between HOMO and LUMO (alpha / beta): 6.12 / 7.57 eV
- Lowest unoccupied orbital energy (alpha / beta): -2.246 / -1.860 eV
- Molecular weight: 180.3 Da

---

Density functional theory data (ωB97M-V/def2-TZVPD) for a 2-piece molecular cluster, F3HN2 overall.

```
6
Properties=species:S:1:pos:R:3:lowdin_charge:R:1
F -0.958 -1.384 -0.062 -0.03
N -1.418 -0.110 0.062 0.06
N -0.497 0.709 -0.082 0.02
F -0.929 1.969 0.006 0.01
F 2.379 -0.544 -0.063 -0.14
H 1.422 -0.640 0.139 0.08
```

- SMILES: F/N=N/F.F
- ΔE to the lowest compared entry with this formula, charge and spin: 0.1938 eV
- E_HOMO: -12.8 eV
- Gap between HOMO and LUMO: 12.24 eV
- Lowest unoccupied orbital energy: -0.560 eV
- Molecular weight: 86.0 Da

---

Density functional theory data (ωB97M-V/def2-TZVPD) for a 2-piece molecular cluster, F3HN2 overall.

```
6
Properties=species:S:1:pos:R:3:lowdin_charge:R:1
N 0.196 0.535 0.564 -0.01
N -0.813 -0.094 0.116 -0.09
F 0.228 1.619 -0.240 -0.03
F -0.855 -1.339 0.661 0.03
F -0.763 -0.448 -1.411 -0.10
H 2.006 -0.273 0.310 0.19
```

- ΔE to the lowest compared entry with this formula, charge and spin: 5.8121 eV
- E_HOMO (alpha / beta): -11.1 / -11.0 eV
- Gap between HOMO and LUMO (alpha / beta): 10.15 / 8.65 eV
- Lowest unoccupied orbital energy (alpha / beta): -0.960 / -2.376 eV
- Molecular weight: 86.0 Da

---

Density functional theory data (ωB97M-V/def2-TZVPD) for F3NO2S as an isolated structure.

```
7
Properties=species:S:1:pos:R:3:lowdin_charge:R:1
N -0.374 -1.141 -0.140 -0.16
O -1.019 1.210 -1.114 -0.29
O 2.188 0.982 -0.870 -0.33
F 0.724 -1.688 0.444 -0.01
F -1.330 -1.162 0.818 -0.01
F -0.216 1.122 1.210 -0.23
S 0.027 0.676 -0.347 1.02
```

- ΔE to the lowest compared entry with this formula, charge and spin: 5.1824 eV
- E_HOMO (alpha / beta): -11.8 / -11.8 eV
- Gap between HOMO and LUMO (alpha / beta): 8.68 / 8.68 eV
- Lowest unoccupied orbital energy (alpha / beta): -3.096 / -3.106 eV
- Molecular weight: 135.1 Da

---

Density functional theory data (ωB97M-V/def2-TZVPD) for a 2-piece molecular cluster, F3NO2S overall.

```
7
Properties=species:S:1:pos:R:3:lowdin_charge:R:1
N -1.621 0.565 -0.109 0.05
O 2.119 0.001 -0.487 -0.29
O 1.216 -2.042 0.496 -0.28
F -1.261 1.696 -0.610 0.02
F -2.332 -0.097 -1.085 -0.04
F 0.846 0.093 1.895 -0.28
S 1.172 -0.629 0.374 0.82
```

- ΔE to the lowest compared entry with this formula, charge and spin: 1.7228 eV
- E_HOMO (alpha / beta): -11.1 / -11.4 eV
- Gap between HOMO and LUMO (alpha / beta): 9.86 / 8.41 eV
- Lowest unoccupied orbital energy (alpha / beta): -1.245 / -3.037 eV
- Molecular weight: 135.1 Da

---

Density functional theory data (ωB97M-V/def2-TZVPD) for F4KN2O8S4 as an isolated structure.

```
19
Properties=species:S:1:pos:R:3:lowdin_charge:R:1
K 1.383 -1.204 2.193 0.98
N -3.748 0.364 2.071 -0.26
S -4.537 1.350 2.957 0.44
O -4.820 1.050 4.380 -0.31
O -5.444 2.229 2.265 -0.29
F -3.184 2.316 3.128 -0.28
S -5.057 -0.699 2.173 0.57
O -6.356 -0.294 1.672 -0.28
O -4.878 -1.714 3.241 -0.33
F -4.528 -1.587 0.900 -0.25
N 3.828 -0.026 -2.042 -0.27
S 4.061 -1.062 -3.356 0.56
O 5.059 -2.151 -3.274 -0.31
O 3.763 -0.494 -4.667 -0.29
F 2.696 -1.865 -3.028 -0.24
S 5.164 0.651 -2.332 0.44
O 5.123 1.768 -3.255 -0.29
O 6.455 -0.056 -2.135 -0.31
F 5.020 1.423 -0.890 -0.27
```

- ΔE to the lowest compared entry with this formula, charge and spin: 5.7119 eV
- Charge: -1
- E_HOMO: -7.4 eV
- Gap between HOMO and LUMO: 6.90 eV
- Lowest unoccupied orbital energy: -0.498 eV
- Molecular weight: 399.4 Da

---

Density functional theory data (ωB97M-V/def2-TZVPD) for an isolated ion of composition F4P and charge +1.

```
5
Properties=species:S:1:pos:R:3:lowdin_charge:R:1
F 1.840 -0.055 0.427 -0.16
F -0.495 -1.259 -0.944 0.05
F -0.635 1.243 -0.709 0.09
F -0.597 0.084 1.322 0.07
P -0.114 -0.013 -0.096 0.95
```

- ΔE to the lowest compared entry with this formula, charge and spin: 3.4909 eV
- Charge: +1
- E_HOMO: -20.9 eV
- Gap between HOMO and LUMO: 11.67 eV
- Lowest unoccupied orbital energy: -9.260 eV
- Molecular weight: 107.0 Da

---

Density functional theory data (ωB97M-V/def2-TZVPD) for a 14-piece molecular cluster, F6H26O13P overall.

```
46
Properties=species:S:1:pos:R:3:lowdin_charge:R:1
P -0.201 0.170 -0.007 0.25
F 0.861 1.164 0.764 -0.15
F 0.472 0.738 -1.383 -0.15
F 0.967 -0.993 -0.004 -0.15
F -1.193 -0.759 -0.881 -0.16
F -0.849 -0.472 1.314 -0.13
F -1.330 1.320 -0.055 -0.13
O 0.667 -1.956 -2.947 -0.06
H 0.246 -1.359 -2.318 -0.03
H 1.328 -1.410 -3.387 0.04
O -0.717 0.764 3.696 -0.06
H -0.344 0.091 3.114 0.01
H -1.457 1.121 3.197 0.02
O -3.786 2.306 -1.097 -0.07
H -3.844 1.425 -0.719 0.02
H -2.846 2.431 -1.286 -0.01
O 2.870 -3.513 0.300 -0.05
H 2.180 -3.075 0.810 0.00
H 2.460 -3.718 -0.547 0.03
O 1.240 3.344 2.518 -0.06
H 0.906 2.710 1.862 0.01
H 0.479 3.521 3.079 0.04
O -0.895 3.039 -2.407 -0.05
H -0.803 2.411 -3.132 0.04
H -0.382 2.651 -1.688 0.01
O 0.039 -3.137 2.126 -0.06
H -0.862 -2.814 2.283 -0.01
H 0.152 -3.092 1.172 0.00
O -2.770 -0.404 -3.392 -0.05
H -2.167 -0.263 -2.654 -0.01
H -3.468 -0.956 -3.029 0.03
O -2.585 -2.953 0.348 -0.05
H -1.942 -2.273 0.092 0.00
H -2.490 -3.638 -0.322 0.05
O 3.627 2.386 1.586 -0.06
H 3.426 1.767 2.295 0.05
H 3.054 3.146 1.764 0.02
O 3.417 1.271 -3.233 -0.08
H 2.905 2.067 -3.404 0.02
H 3.374 1.152 -2.265 -0.01
O 3.295 0.315 -0.515 -0.07
H 2.429 -0.027 -0.235 -0.01
H 3.386 1.138 -0.010 0.01
O -2.638 -1.967 3.087 -0.06
H -3.043 -1.104 2.966 0.04
H -3.169 -2.564 2.545 0.03
```

- ΔE to the lowest compared entry with this formula, charge and spin: 0.4761 eV
- Charge: -1
- E_HOMO: -8.3 eV
- Gap between HOMO and LUMO: 10.56 eV
- Lowest unoccupied orbital energy: 2.298 eV
- Molecular weight: 379.2 Da